Entry 1:
A structure of composition C27H28N6O4PRhSe2. Source: the OMol25 dataset; level of theory: ωB97M-V with the def2-TZVPD basis set.

```
69
Properties=species:S:1:pos:R:3:forces:R:3
Rh 0.1645 -0.2264 -0.1813 -0.16 -1.22 -1.30
N -0.7779 -0.3128 -2.6101 -0.21 -0.04 0.24
N 0.1799 0.0641 -3.5666 -0.27 0.01 -0.25
C 1.4471 0.3534 -3.2000 0.57 0.11 0.20
N 2.3369 0.7561 -4.0921 0.15 0.08 -0.08
N 1.6916 0.1798 -1.9062 -1.83 -0.42 0.77
N 2.8650 0.3924 -1.2927 0.34 0.00 0.05
O 2.8292 0.1303 -0.1036 0.62 -0.01 0.26
O 3.8248 0.7974 -1.9017 0.76 0.28 -0.22
H -1.1018 -1.2679 -2.7708 0.13 0.22 -0.04
H -1.5794 0.3206 -2.6288 0.31 -0.12 -0.12
H -0.0870 0.1278 -4.5421 0.00 0.00 0.22
H 2.1192 0.8584 -5.0710 -0.06 0.00 0.07
H 3.2692 0.9998 -3.7544 -0.37 -0.17 -0.10
Se -2.3137 -0.3589 2.4903 -0.38 -0.25 -0.14
P -1.0430 1.3682 2.7585 1.28 1.38 0.34
Se 0.0193 1.8800 0.8564 -0.63 1.13 0.66
C 0.1702 1.1985 4.1098 -0.43 -0.18 -0.49
C 1.4675 1.6679 3.9605 0.05 0.01 -0.21
C 2.3032 1.7031 5.0620 0.05 0.03 0.13
C 1.8446 1.2794 6.2988 0.05 0.01 -0.05
C 0.5559 0.7871 6.4370 -0.12 -0.03 0.03
C -0.2871 0.7410 5.3414 0.04 -0.02 -0.01
C -2.0520 2.8077 3.2470 0.04 -0.57 -0.25
C -1.7132 4.0959 2.8524 0.16 -0.08 -0.19
C -2.4572 5.1633 3.3237 0.00 0.02 0.07
C -3.5182 4.9463 4.1897 0.04 -0.02 -0.03
C -3.8398 3.6605 4.5941 -0.07 -0.04 0.07
C -3.1126 2.5859 4.1189 0.00 -0.08 -0.11
H 1.8333 1.9970 2.9956 -0.04 0.02 0.04
H 3.3100 2.0750 4.9580 0.11 0.02 -0.02
H 2.4956 1.3283 7.1576 0.06 -0.01 0.08
H 0.2051 0.4511 7.4006 -0.03 -0.05 0.07
H -1.2911 0.3499 5.4375 -0.08 0.00 0.09
H -0.8862 4.2689 2.1734 -0.04 0.00 0.04
H -2.2054 6.1680 3.0221 0.03 0.07 -0.06
H -4.0996 5.7815 4.5450 -0.05 0.10 0.07
H -4.6531 3.4916 5.2822 -0.12 0.01 0.03
H -3.3734 1.5754 4.4079 -0.06 -0.01 0.14
C -6.2368 -1.6049 1.6183 -0.42 0.10 0.06
O -4.9025 -2.0957 1.6365 0.22 -0.17 0.05
C -4.3922 -2.6709 0.5218 0.60 -0.35 -0.21
C -4.9616 -2.6540 -0.7467 -0.08 0.13 0.23
C -4.3150 -3.2748 -1.8045 0.16 -0.03 0.06
C -3.1012 -3.9225 -1.6151 -0.13 0.07 -0.11
C -2.5264 -3.9632 -0.3593 -0.31 -0.02 0.27
C -3.1621 -3.3480 0.7161 -0.73 0.17 -1.30
N -2.7424 -3.4660 2.0362 0.26 0.00 1.05
C -1.5764 -3.7529 2.5705 -0.11 -0.01 -0.02
C -0.2935 -3.7265 1.9819 0.17 0.51 -0.76
C 0.7357 -4.5065 2.5539 0.20 -0.04 -0.05
C 1.9968 -4.5431 2.0159 -0.14 -0.10 0.16
C 2.2944 -3.7705 0.8841 -0.10 0.00 0.19
C 1.3475 -2.9441 0.3417 -0.60 0.17 -0.04
C 0.0355 -2.8560 0.8806 1.14 -1.20 0.66
O -0.8006 -2.0053 0.4107 -0.63 1.18 -0.37
H -6.4435 -1.2947 2.6418 -0.03 -0.03 -0.13
H -6.9412 -2.3904 1.3269 0.11 0.08 0.01
H -6.3419 -0.7421 0.9547 0.10 -0.10 0.01
H -5.9136 -2.1763 -0.9192 -0.05 0.08 0.07
H -4.7734 -3.2649 -2.7834 -0.04 0.00 -0.01
H -2.6276 -4.4268 -2.4443 0.06 -0.05 -0.01
H -1.6191 -4.5243 -0.2043 0.10 -0.03 0.04
H -3.5183 -3.3119 2.6809 0.17 -0.29 0.01
H -1.6186 -4.0476 3.6144 -0.14 0.03 0.02
H 0.5005 -5.1142 3.4147 0.00 -0.09 0.11
H 2.7542 -5.1737 2.4541 0.04 -0.03 0.03
H 3.2805 -3.8163 0.4523 0.15 0.00 -0.08
H 1.5477 -2.3337 -0.5398 0.16 -0.18 0.06
```
Positions in Å, forces in eV/Å.

Results
2S+1 = 5
net charge = +2
expectation value of S² = 6.01
electronic energy = -6929.265194 Ha
orbital gap (alpha / beta) = 7.32 / 5.18 eV

Entry 2:
The ion C10H22N3S with charge +1. Source: the OMol25 dataset; level of theory: ωB97M-V with the def2-TZVPD basis set.

```
36
Properties=species:S:1:pos:R:3:forces:R:3
C -4.0018 -0.0744 0.0422 -1.10 -1.02 0.04
C -3.3082 0.1835 -1.2754 2.09 1.46 2.23
C -3.2367 0.4706 1.2679 1.99 0.79 -1.72
C -1.9623 -0.6062 -1.1178 0.01 0.97 -1.86
C -1.8476 -0.2359 1.2728 -2.25 -1.38 -0.64
C -1.0272 -0.1101 -0.0137 -0.70 0.19 1.02
C 2.5510 -0.2953 -1.0027 -1.36 -0.02 -2.41
C 0.3414 -0.7011 0.0642 -2.69 -1.71 1.26
C 3.2758 -1.6043 -0.9674 0.28 -0.03 3.33
C 3.8627 1.6042 0.3486 2.29 0.61 -0.50
N 1.1588 -0.4317 -0.9672 1.68 2.15 -3.67
N 1.7972 0.8863 1.3653 0.35 -0.04 0.54
N 2.8780 0.5382 0.5847 1.48 0.45 -0.50
S 0.6516 -2.1077 0.9843 1.43 -1.15 -0.06
H -4.9580 0.3113 -0.1886 -1.46 0.87 0.93
H -4.2361 -1.1787 0.2442 0.66 1.24 -0.28
H -3.8334 -0.1016 -2.1851 -0.10 0.09 0.23
H -3.2350 1.3604 -1.1252 0.49 -2.15 -1.37
H -2.9069 1.5472 1.4310 -1.44 -0.71 -0.93
H -3.7520 0.1619 2.1266 -0.65 -0.30 1.38
H -2.2429 -1.6065 -0.8642 -0.15 -0.86 -0.01
H -1.4840 -0.6508 -2.1013 0.38 -0.01 0.11
H -1.4939 -0.0279 2.2443 1.55 0.22 0.80
H -2.2036 -1.2723 1.2442 0.54 -0.38 0.51
H -0.8592 0.9202 -0.1897 0.21 1.63 -0.31
H 3.0573 0.3291 -1.9204 -1.88 -0.82 2.54
H 3.2889 -2.0653 -1.9387 0.02 -0.03 -0.37
H 2.7892 -2.3235 -0.1810 1.18 1.22 -1.57
H 4.2882 -1.2765 -0.6483 0.02 -1.09 -0.34
H 4.1765 2.2414 1.2032 -0.13 -1.35 0.30
H 4.8149 1.1748 -0.1676 -1.82 0.79 0.88
H 3.4206 2.4011 -0.2331 -0.34 -0.29 -0.95
H 0.7230 0.2358 -1.5947 -0.07 -0.06 0.00
H 1.5756 1.8836 1.2387 0.44 -0.11 -0.37
H 3.3114 -0.3514 0.8401 -0.19 0.45 1.40
H -0.4194 -2.2303 1.7276 -0.76 0.37 0.34
```
Positions in Å, forces in eV/Å.

Results
2S+1 = 3
net charge = +1
expectation value of S² = 2.01
electronic energy = -956.177266 Ha
orbital gap (alpha / beta) = 6.75 / 6.95 eV